Entry 1:
DFT (ωB97M-V/def2-TZVPD) results for an isolated molecule of C5H8O.

Each line ends with the natural charge from an NBO analysis.
Positions of all 14 atoms, in Å:
1 O 1.495 1.409 -0.833  -0.716
2 C 0.681 0.849 0.183  0.106
3 C 1.018 -0.656 0.342  -0.418
4 C -0.320 -1.002 -0.317  -0.214
5 C -1.419 -0.494 0.557  -0.416
6 C -0.700 0.470 -0.339  -0.260
7 H 0.733 1.477 1.084  0.159
8 H 1.905 -0.905 -0.244  0.230
9 H 1.131 -1.027 1.368  0.199
10 H -0.481 -1.753 -1.084  0.219
11 H -2.428 -0.741 0.235  0.223
12 H -1.289 -0.464 1.639  0.207
13 H 0.915 1.794 -1.500  0.469
14 H -1.241 1.043 -1.091  0.211

Calculated values
* energy above the lowest of the compared OMol25 structures with the same formula, charge and spin: 1.9823 eV
* HOMO: -9.647 eV
* E: -270.48504 Eh
* spin multiplicity: 1
* M: 84.1 u
* SMILES string: O[C@@H]1C[C@H]2C[C@H]21
* frontier orbital gap: 10.8 eV

Entry 2:
DFT (ωB97M-V/def2-TZVPD) results for an isolated molecule of C5H8O.

Each line ends with the natural charge from an NBO analysis.
Positions of all 14 atoms, in Å:
1 C 1.616 0.459 0.447  -0.616
2 C 0.350 0.362 -0.382  -0.222
3 C -0.289 -1.031 -0.716  -0.420
4 C -1.589 -0.522 -0.065  0.045
5 O -1.242 -0.303 1.298  -0.492
6 C -0.945 0.721 0.349  0.036
7 H 1.474 -0.055 1.403  0.218
8 H 1.845 1.510 0.665  0.209
9 H 2.484 0.026 -0.060  0.209
10 H 0.439 0.940 -1.311  0.206
11 H 0.161 -1.847 -0.143  0.215
12 H -0.301 -1.299 -1.779  0.214
13 H -2.644 -0.656 -0.295  0.201
14 H -1.358 1.696 0.588  0.197

Calculated values
* energy above the lowest of the compared OMol25 structures with the same formula, charge and spin: 2.1719 eV
* HOMO: -9.834 eV
* E: -270.47808 Eh
* spin multiplicity: 1
* M: 84.1 u
* SMILES string: C[C@H]1C[C@H]2O[C@@H]12
* frontier orbital gap: 11.0 eV

Entry 3:
DFT (ωB97M-V/def2-TZVPD) results for an isolated molecule of C5H8O.

Each line ends with the natural charge from an NBO analysis.
Positions of all 14 atoms, in Å:
1 C -1.710 -0.637 0.081  -0.656
2 C -0.796 0.012 -0.914  -0.127
3 O 0.241 1.354 1.583  -0.535
4 C 1.184 1.040 0.898  0.453
5 C 1.369 -0.337 0.277  -0.545
6 C 0.536 -0.065 -0.956  -0.226
7 H -2.415 0.066 0.539  0.230
8 H -1.189 -1.164 0.884  0.215
9 H -2.301 -1.373 -0.479  0.221
10 H -1.293 0.602 -1.682  0.200
11 H 1.910 1.801 0.542  0.107
12 H 2.422 -0.540 0.054  0.222
13 H 0.978 -1.119 0.933  0.233
14 H 1.066 0.380 -1.795  0.208

Calculated values
* energy above the lowest of the compared OMol25 structures with the same formula, charge and spin: 1.4526 eV
* HOMO: -9.156 eV
* E: -270.50451 Eh
* spin multiplicity: 1
* M: 84.1 u
* SMILES string: C/C=C\CC=O
* frontier orbital gap: 10.1 eV

- The lowest E belongs to which entry?
  number 3